# 1
This record from the Open Molecules 2025 dataset describes 3 unconnected molecules or ions with the total composition C38H68F9NO3S. The level of theory is ωB97M-V with the def2-TZVPD basis set.

Geometry as XYZ:
```
120
Properties=species:S:1:pos:R:3
C -4.480 -2.267 8.527
C -4.262 -3.218 7.348
C -5.081 -2.845 6.108
C -4.476 -1.772 5.202
C -3.060 -2.039 4.693
C -2.432 -0.818 3.996
C -2.659 -0.761 2.480
C -1.473 -0.170 1.705
C -1.501 1.352 1.757
C -0.356 2.155 1.110
S 0.767 1.105 0.073
C -0.862 3.095 0.007
O -1.961 3.172 -0.464
O 0.167 3.921 -0.317
C 0.682 4.352 0.959
C 2.060 4.979 0.823
C 2.324 6.192 1.739
C 3.377 7.076 1.058
C 2.846 5.817 3.123
C 0.378 3.200 2.029
C -0.567 3.927 3.037
C -0.741 3.381 4.471
C -1.173 4.550 5.340
N -0.205 5.107 6.210
O -2.288 5.017 5.266
C 1.633 2.636 2.711
C 1.405 1.290 3.406
C 2.438 0.921 4.455
F 2.773 2.021 5.206
F 1.917 0.012 5.323
C 3.788 0.365 3.940
F 4.277 1.258 3.044
F 4.650 0.275 4.965
C 3.790 -1.010 3.208
F 3.130 -0.895 2.036
F 5.084 -1.277 2.938
C 3.211 -2.244 3.963
F 3.698 -3.343 3.416
F 3.530 -2.228 5.245
F 1.889 -2.263 3.840
H -4.066 -2.700 9.437
H -3.992 -1.304 8.369
H -5.547 -2.106 8.676
H -3.197 -3.281 7.123
H -4.559 -4.220 7.668
H -6.041 -2.461 6.467
H -5.316 -3.743 5.532
H -5.119 -1.690 4.319
H -4.512 -0.794 5.690
H -3.104 -2.867 3.979
H -2.401 -2.361 5.499
H -2.829 0.079 4.482
H -1.357 -0.825 4.199
H -3.575 -0.215 2.240
H -2.804 -1.782 2.118
H -0.564 -0.574 2.158
H -1.508 -0.532 0.677
H -1.555 1.626 2.809
H -2.443 1.673 1.310
H 1.845 0.922 0.834
H 0.012 5.175 1.223
H 2.870 4.254 0.912
H 2.093 5.345 -0.206
H 1.400 6.772 1.811
H 4.295 6.498 0.913
H 3.638 7.933 1.678
H 3.036 7.410 0.079
H 2.092 5.365 3.770
H 3.684 5.123 3.044
H 3.198 6.711 3.640
H -1.556 3.958 2.578
H -0.189 4.944 3.145
H -1.531 2.635 4.540
H 0.186 2.984 4.872
H 0.106 6.023 5.911
H 0.596 4.501 6.327
H 1.982 3.380 3.422
H 2.426 2.536 1.973
H 1.362 0.488 2.674
H 0.454 1.244 3.931
C 0.408 -2.090 -5.686
C -0.392 -0.794 -5.782
C 0.438 0.403 -6.240
C 1.593 0.778 -5.309
C 1.181 1.089 -3.871
C 0.239 2.281 -3.748
H 1.218 -2.013 -4.960
H -0.233 -2.917 -5.378
H 0.843 -2.346 -6.655
H -0.859 -0.580 -4.817
H -1.214 -0.937 -6.489
H -0.222 1.265 -6.367
H 0.847 0.191 -7.233
H 2.106 1.650 -5.727
H 2.333 -0.028 -5.302
H 2.084 1.289 -3.288
H 0.718 0.209 -3.414
H 0.700 3.186 -4.151
H -0.007 2.472 -2.704
H -0.699 2.114 -4.280
C -1.219 -4.033 -8.501
C -0.905 -4.883 -9.728
C -1.120 -6.379 -9.502
C -0.240 -6.996 -8.413
C 1.263 -6.823 -8.626
C 1.777 -7.486 -9.901
H -0.577 -4.288 -7.658
H -1.070 -2.973 -8.716
H -2.258 -4.168 -8.190
H 0.123 -4.696 -10.049
H -1.542 -4.563 -10.557
H -0.958 -6.908 -10.445
H -2.168 -6.551 -9.240
H -0.469 -8.064 -8.346
H -0.511 -6.572 -7.441
H 1.785 -7.252 -7.767
H 1.521 -5.761 -8.637
H 1.570 -8.558 -9.892
H 2.855 -7.355 -10.001
H 1.313 -7.062 -10.792
```

Its spin multiplicity is 1. Its net charge is 0. The energy above the lowest of the compared OMol25 structures with the same formula, charge and spin comes out at 0.0 kJ/mol. The value obtained for the HOMO-LUMO gap is 9.8 eV. As for the SMILES: CCCCCCCCC[C@@]1(S)C(=O)O[C@H](CC(C)C)[C@]1(CCC(N)=O)CCC(F)(F)C(F)(F)C(F)(F)C(F)(F)F.CCCCCC.CCCCCC. As for the molar mass: 790.01 g/mol. Its HOMO energy is -0.348 Eh.

Löwdin population analysis, charges in e, atoms 1 to 2: C -0.111; C -0.268

---

# 2
This record from the Open Molecules 2025 dataset describes a molecular structure, C38H68FeN3O4SbSi3 at a distorted geometry. The level of theory is ωB97M-V with the def2-TZVPD basis set.

Geometry as XYZ:
```
118
Properties=species:S:1:pos:R:3
Fe 0.269 -0.279 0.150
C 0.293 -2.691 0.459
C -0.484 -2.274 1.593
C -1.697 -1.716 1.071
C -1.587 -1.784 -0.351
C -0.401 -2.447 -0.737
C -0.122 -3.016 -2.128
C -1.382 -3.755 -2.604
C 0.238 -1.946 -3.163
C 1.023 -4.032 -2.064
C -3.055 -1.234 1.649
C -4.187 -1.734 0.726
C -3.433 -1.736 3.044
C -3.103 0.295 1.688
C -0.007 -2.555 3.033
C 0.004 -1.289 3.914
C 1.428 -3.101 3.021
C -0.845 -3.664 3.700
H 1.236 -3.222 0.514
H -2.375 -1.494 -1.038
H -2.251 -3.099 -2.645
H -1.620 -4.582 -1.927
H -1.220 -4.168 -3.605
H -0.459 -1.103 -3.109
H 0.194 -2.365 -4.176
H 1.241 -1.566 -2.997
H 0.817 -4.802 -1.316
H 1.970 -3.545 -1.810
H 1.143 -4.524 -3.035
H -4.074 -2.803 0.525
H -4.209 -1.211 -0.232
H -5.157 -1.578 1.210
H -3.546 -2.822 3.050
H -4.401 -1.305 3.317
H -2.724 -1.445 3.812
H -2.859 0.704 0.701
H -2.380 0.669 2.416
H -4.103 0.648 1.980
H 0.392 -0.442 3.352
H 0.642 -1.439 4.791
H -0.985 -1.014 4.280
H 2.128 -2.404 2.563
H 1.490 -4.059 2.497
H 1.749 -3.270 4.051
H -1.870 -3.364 3.895
H -0.391 -3.943 4.658
H -0.862 -4.554 3.061
O 5.486 0.628 4.871
C 5.579 -0.377 3.880
C 4.432 -0.236 2.920
C 4.367 -1.028 1.782
C 3.261 -0.925 0.963
N 2.266 -0.069 1.198
C 2.361 0.750 2.243
C 3.410 0.676 3.145
C 1.279 1.765 2.352
C 1.436 2.908 3.120
C 0.416 3.844 3.186
C 0.516 5.033 4.109
O 0.094 4.693 5.423
C -0.715 3.616 2.420
C -0.778 2.475 1.645
N 0.176 1.542 1.628
H 6.217 0.534 5.486
H 5.532 -1.376 4.321
H 6.516 -0.307 3.323
H 5.152 -1.738 1.546
H 3.153 -1.543 0.077
H 3.451 1.304 4.025
H 2.358 3.081 3.663
H -0.055 5.870 3.704
H 1.554 5.342 4.204
H -0.847 4.501 5.421
H -1.540 4.323 2.414
H -1.636 2.293 1.014
O 1.836 -0.058 -1.479
N 1.625 1.088 -1.779
O 0.582 1.570 -1.226
C -4.143 3.942 0.265
Si -4.309 3.173 -1.417
C -5.435 1.704 -1.403
C -4.869 4.434 -2.662
Sb -1.952 2.332 -2.184
Si -2.292 1.313 -4.555
C -0.594 1.027 -5.264
C -3.264 -0.250 -4.362
C -3.239 2.561 -5.557
Si -0.316 4.330 -2.440
C -1.406 5.715 -3.060
C 0.994 3.947 -3.688
C 0.409 4.801 -0.798
H -5.074 4.467 0.512
H -3.325 4.674 0.293
H -3.962 3.185 1.038
H -6.468 2.032 -1.231
H -5.163 1.000 -0.615
H -5.406 1.174 -2.362
H -5.833 4.848 -2.338
H -5.008 3.988 -3.653
H -4.160 5.263 -2.759
H 0.157 0.853 -4.487
H -0.276 1.888 -5.862
H -0.608 0.148 -5.917
H -2.808 -0.920 -3.634
H -3.305 -0.775 -5.325
H -4.294 -0.044 -4.046
H -2.845 3.576 -5.439
H -4.300 2.567 -5.288
H -3.163 2.292 -6.620
H -1.945 5.430 -3.974
H -0.787 6.592 -3.297
H -2.143 6.017 -2.305
H 0.576 3.585 -4.633
H 1.695 3.198 -3.310
H 1.543 4.874 -3.895
H -0.353 5.191 -0.115
H 1.166 5.582 -0.953
H 0.893 3.939 -0.328
```

Its spin multiplicity is 6. Its net charge is +1. The energy above the lowest of the compared OMol25 structures with the same formula, charge and spin comes out at 0.0 kJ/mol. The value obtained for the HOMO-LUMO gap (alpha / beta) is 6.8 / 5.0 eV. As for the molar mass: 892.84 g/mol. Its HOMO energy (alpha / beta) is -0.342 / -0.361 Eh.

Löwdin population analysis, charges in e, atoms 1 to 2: Fe 0.826; C -0.083

---

# 3
This record from the Open Molecules 2025 dataset describes 10 unconnected molecules or ions with the total composition C38H70N8O2 at a distorted geometry. The level of theory is ωB97M-V with the def2-TZVPD basis set.

Geometry as XYZ:
```
118
Properties=species:S:1:pos:R:3
C -4.886 -1.557 -0.023
C -5.951 -1.323 -1.121
C -7.369 -1.514 -0.502
O -5.746 -0.062 -1.732
H -3.896 -1.631 -0.473
H -5.053 -2.491 0.513
H -4.781 -0.787 0.742
H -5.810 -2.111 -1.861
H -7.532 -0.722 0.229
H -7.397 -2.408 0.122
H -8.107 -1.414 -1.298
C 0.389 1.467 0.304
C -0.442 0.500 -0.597
C -1.083 -0.528 0.387
O -1.310 1.119 -1.491
H 1.049 0.973 1.017
H -0.218 2.199 0.837
H 1.110 2.027 -0.292
H 0.254 -0.111 -1.172
H -1.497 -1.359 -0.184
H -1.872 -0.047 0.965
H -0.360 -0.926 1.099
C -2.810 -4.281 -3.618
C -2.888 -2.764 -3.634
C -2.098 -2.193 -4.846
C -2.878 -2.320 -6.068
N -3.447 -2.442 -7.098
H -1.838 -4.714 -3.855
H -3.557 -4.725 -4.275
H -3.044 -4.755 -2.665
H -2.442 -2.497 -2.676
H -3.897 -2.366 -3.535
H -1.125 -2.646 -5.034
H -1.929 -1.137 -4.633
C -2.353 1.454 4.920
C -1.676 0.425 4.014
C -0.196 0.908 3.696
C 0.738 0.815 4.876
N 1.445 0.692 5.741
H -3.299 1.056 5.290
H -2.604 2.322 4.311
H -1.768 1.708 5.804
H -2.189 0.258 3.066
H -1.644 -0.567 4.464
H -0.198 1.952 3.383
H 0.285 0.214 3.007
C -0.846 8.050 0.592
C 0.157 6.967 0.256
C -0.203 5.612 0.901
C -1.362 4.963 0.340
N -2.245 4.381 -0.157
H -1.824 7.835 0.161
H -0.588 9.057 0.263
H -1.023 8.164 1.661
H 1.091 7.333 0.683
H 0.327 6.909 -0.819
H -0.262 5.629 1.989
H 0.601 4.947 0.585
C 3.502 2.901 -3.921
C 2.258 2.457 -3.110
C 1.271 3.638 -2.777
C 1.920 4.825 -2.197
N 2.462 5.711 -1.731
H 4.216 3.334 -3.220
H 3.303 3.574 -4.755
H 4.024 2.085 -4.421
H 2.581 2.036 -2.158
H 1.708 1.652 -3.597
H 0.503 3.276 -2.094
H 0.720 4.019 -3.637
C 3.971 4.849 1.504
C 3.742 3.332 1.387
C 4.475 2.567 0.267
C 5.901 2.404 0.556
N 7.018 2.254 0.808
H 3.457 5.455 0.758
H 5.029 5.103 1.576
H 3.524 5.118 2.462
H 2.683 3.086 1.312
H 4.100 2.940 2.339
H 4.429 3.052 -0.708
H 3.979 1.611 0.101
C 3.942 -1.317 1.896
C 2.873 -2.424 2.168
C 2.738 -2.788 3.642
C 4.037 -3.100 4.215
N 5.032 -3.338 4.696
H 3.997 -1.087 0.832
H 4.976 -1.507 2.182
H 3.693 -0.364 2.362
H 3.186 -3.311 1.617
H 1.940 -2.052 1.746
H 2.003 -3.587 3.734
H 2.334 -1.908 4.142
C 0.884 -4.302 -2.823
C 1.077 -3.108 -1.886
C 2.240 -2.203 -2.381
C 2.050 -1.525 -3.684
N 1.932 -1.010 -4.707
H 0.213 -5.078 -2.454
H 1.782 -4.900 -2.978
H 0.509 -4.044 -3.814
H 1.405 -3.455 -0.907
H 0.131 -2.577 -1.779
H 3.234 -2.634 -2.505
H 2.327 -1.442 -1.605
C -1.964 -4.656 0.502
C -0.799 -5.330 1.232
C -0.947 -5.152 2.775
C -2.104 -5.791 3.363
N -3.001 -6.271 3.884
H -2.890 -5.206 0.664
H -1.793 -4.745 -0.571
H -2.088 -3.601 0.744
H 0.151 -4.878 0.946
H -0.765 -6.390 0.977
H -0.916 -4.137 3.171
H -0.103 -5.598 3.301
```

Its spin multiplicity is 1. Its net charge is -2. The energy above the lowest of the compared OMol25 structures with the same formula, charge and spin comes out at 102.7 kJ/mol. The value obtained for the HOMO-LUMO gap is 3.7 eV. As for the molar mass: 671.03 g/mol. Its HOMO energy is -0.014 Eh.

Löwdin population analysis, charges in e, atoms 1 to 2: C -0.117; C -0.675

---

# 4
This record from the Open Molecules 2025 dataset describes 9 unconnected molecules or ions with the total composition C38H70N9O16SSi at a distorted geometry. The level of theory is ωB97M-V with the def2-TZVPD basis set.

Geometry as XYZ:
```
135
Properties=species:S:1:pos:R:3
C -1.011 -0.871 -0.793
Si -2.165 -1.133 0.705
C -3.031 0.537 1.135
C -1.271 -1.894 2.240
C 0.291 -1.806 2.048
C 1.147 -2.427 3.223
C 2.006 -1.349 4.044
C 3.560 -1.606 3.945
C 4.323 -0.814 2.808
C 3.408 -0.022 1.813
C 4.173 0.621 0.593
N 3.262 1.621 -0.026
C 1.970 1.625 0.048
C 1.266 2.849 -0.657
C -0.055 3.073 0.173
C 0.190 3.435 1.666
C -0.154 2.517 2.768
C 0.085 2.912 4.160
C 0.679 4.205 4.528
C 0.998 5.119 3.441
C 0.745 4.725 2.073
C 2.466 3.856 -0.517
C 3.625 2.823 -0.852
C 3.625 2.426 -2.405
C 3.765 3.694 -3.340
C 2.784 3.727 -4.564
S 0.998 3.773 -4.110
C -3.581 -2.268 0.082
C -4.831 -1.723 -0.460
C -5.915 -2.599 -0.935
C -5.777 -4.047 -0.886
C -4.509 -4.573 -0.360
C -3.431 -3.726 0.115
H -0.068 -1.475 -0.781
H -1.536 -1.138 -1.756
H -0.689 0.206 -0.933
H -2.758 0.923 2.149
H -2.807 1.318 0.355
H -4.152 0.428 1.126
H -1.534 -1.211 3.102
H -1.644 -2.935 2.409
H 0.563 -2.388 1.117
H 0.580 -0.737 1.848
H 0.507 -3.041 3.918
H 1.899 -3.152 2.801
H 1.728 -1.538 5.122
H 1.684 -0.296 3.839
H 4.000 -1.266 4.928
H 3.743 -2.717 3.929
H 4.977 -1.549 2.251
H 5.036 -0.087 3.287
H 2.909 0.793 2.412
H 2.670 -0.746 1.384
H 5.177 1.039 0.844
H 4.318 -0.179 -0.189
H 1.275 0.910 0.542
H 1.001 2.434 -1.660
H -0.614 2.094 0.173
H -0.707 3.867 -0.271
H -0.609 1.514 2.612
H -0.179 2.223 4.995
H 0.874 4.460 5.593
H 1.433 6.118 3.686
H 1.015 5.429 1.252
H 2.758 4.150 0.532
H 2.461 4.824 -1.067
H 4.666 3.166 -0.630
H 2.743 1.802 -2.689
H 4.533 1.777 -2.542
H 4.807 3.662 -3.774
H 3.689 4.664 -2.792
H 2.998 4.681 -5.122
H 2.917 2.839 -5.242
H 0.441 4.951 -4.530
H -5.037 -0.630 -0.555
H -6.870 -2.164 -1.324
H -6.590 -4.735 -1.214
H -4.364 -5.675 -0.313
H -2.476 -4.160 0.499
C 2.925 9.418 2.745
N 1.977 8.330 3.096
O 1.900 7.990 4.266
O 1.340 7.846 2.179
H 3.424 9.758 3.647
H 3.643 8.999 2.037
H 2.346 10.223 2.297
C -8.748 -7.046 -4.066
N -8.241 -5.945 -3.203
O -7.298 -5.296 -3.613
O -8.809 -5.770 -2.139
H -8.153 -7.083 -4.969
H -8.655 -7.973 -3.504
H -9.788 -6.827 -4.297
C 4.460 7.189 -1.376
N 5.010 8.326 -0.589
O 5.969 8.912 -1.044
O 4.451 8.584 0.465
H 5.047 7.072 -2.275
H 4.529 6.300 -0.750
H 3.428 7.424 -1.616
C 0.853 -6.382 1.246
N -0.280 -5.450 0.998
O -1.053 -5.250 1.918
O -0.350 -4.952 -0.110
H 0.789 -6.745 2.268
H 0.763 -7.202 0.538
H 1.775 -5.826 1.090
C 4.610 8.527 -5.416
N 3.688 7.440 -4.991
O 3.641 7.172 -3.798
O 3.045 6.893 -5.860
H 5.115 8.921 -4.538
H 5.326 8.096 -6.112
H 4.010 9.298 -5.894
C -8.970 -7.304 1.080
N -9.870 -8.443 1.406
O -9.925 -8.800 2.567
O -10.486 -8.937 0.481
H -8.488 -6.967 1.994
H -8.233 -7.662 0.365
H -9.583 -6.514 0.652
C 6.950 -3.037 4.999
N 6.026 -4.166 5.290
O 5.946 -4.536 6.441
O 5.415 -4.636 4.341
H 7.422 -2.721 5.925
H 7.694 -3.396 4.291
H 6.358 -2.229 4.574
C -6.298 -7.708 -7.945
N -7.362 -8.621 -7.447
O -7.968 -9.276 -8.268
O -7.548 -8.643 -6.241
H -6.245 -7.792 -9.027
H -6.568 -6.697 -7.648
H -5.361 -8.017 -7.487
```

Its spin multiplicity is 1. Its net charge is +1. The value obtained for the HOMO-LUMO gap is 7.0 eV. As for the molar mass: 969.18 g/mol. Its HOMO energy is -0.372 Eh.

Löwdin population analysis, charges in e, atoms 1 to 2: C -0.178; Si 0.620

---

- What is the formula in the first record?
  C38H68F9NO3S

---

- The highest molar mass belongs to which entry?
  C38H70N9O16SSi